Here is a cluster of 3 separate species, C27H52NO10P2S in total at a distorted geometry from OMol25. Energies are from ωB97M-V/def2-TZVPD.

orbital gap: 0.276 Ha
ΔE to the lowest compared entry with this formula, charge and spin: 2.9246 eV
strongest force on any atom: 8.30 eV/A
net charge: +1
molar mass: 644.73 g mol⁻¹

Geometry as XYZ:
```
93
Properties=species:S:1:pos:R:3:forces:R:3
C 0.40614 2.97569 3.04065 -1.058 -0.909 -0.159
C -0.66634 2.15019 3.14266 1.549 0.203 0.377
C -0.63288 1.07939 4.26960 -1.458 1.835 -0.461
S -0.13130 -0.61272 3.74291 0.187 -0.707 -0.162
C -1.54190 -1.38007 2.79639 -0.085 -0.223 -0.359
C -2.81280 -1.62594 3.69410 0.324 0.811 -0.174
C -3.90979 -0.52050 3.49076 -0.356 -0.502 -0.259
C -4.45783 -0.40577 2.01828 -0.169 0.928 0.027
C -5.08494 1.04415 1.83149 -0.118 -0.359 0.860
O -4.80993 1.56450 0.51028 1.031 -0.246 0.705
C -3.66405 2.33229 0.48349 1.471 0.690 -0.936
C -2.44702 1.86573 -0.40840 -1.151 -0.765 0.141
O -3.52683 3.37354 1.06830 -0.664 -0.606 0.446
C 1.21919 -0.57489 2.52724 1.872 0.406 -1.889
C 2.43236 -1.33550 2.81011 -1.126 1.358 -1.455
C 3.46912 -1.31347 1.79112 -0.312 -0.558 0.952
N 3.43489 -0.67749 0.59784 -1.961 0.246 1.828
C 2.30414 0.04022 0.37965 -1.311 0.334 0.018
C 1.15219 0.15589 1.25153 1.321 -1.548 1.428
H 1.18492 2.92228 3.83203 -0.380 0.234 -0.953
H 0.49703 3.63203 2.15061 0.035 -0.157 1.061
H -1.51001 2.23288 2.42194 0.612 -0.363 0.687
H -0.00433 1.42342 5.13368 -0.187 -0.699 -0.996
H -1.67981 1.00294 4.68097 1.053 -0.574 -0.309
H -1.71502 -0.74595 1.89486 0.009 -0.439 0.747
H -1.12693 -2.36100 2.44032 -0.072 1.000 0.415
H -2.48026 -1.63963 4.76352 -0.410 -0.169 -0.774
H -3.21686 -2.63427 3.43900 0.295 0.798 0.219
H -3.55950 0.49843 3.81121 -0.116 -1.007 -0.216
H -4.77306 -0.78851 4.15070 0.726 0.340 -0.397
H -3.66767 -0.52166 1.22723 -0.609 0.029 0.817
H -5.26019 -1.15753 1.79915 0.876 0.498 0.274
H -6.18375 0.97602 2.03313 0.864 0.321 -0.677
H -4.68049 1.78751 2.56710 -0.268 -0.739 -0.494
H -2.68018 2.05496 -1.49015 0.251 -0.254 1.000
H -1.51942 2.40772 -0.11294 -0.918 -0.258 -0.197
H -2.32425 0.76371 -0.24895 0.028 0.791 -0.406
H 2.53761 -1.91274 3.75207 0.052 0.499 -0.862
H 4.38897 -1.91165 2.01049 -0.863 0.639 -0.302
H 2.23604 0.57403 -0.60106 0.202 -0.528 0.965
H 0.25086 0.74846 0.99516 0.945 -0.478 0.024
O -7.77336 1.91793 -6.45139 2.158 -3.425 -1.276
P -7.04966 1.46624 -5.20231 -3.385 6.069 4.546
O -8.35791 1.20364 -4.22959 0.470 -0.879 -0.422
C -9.11422 0.01254 -4.44044 -0.199 -0.210 -0.024
C -8.32972 -1.23152 -4.06635 0.063 -0.051 0.005
O -6.64513 2.99352 -4.71282 0.895 -0.722 -0.157
C -6.65306 4.10497 -5.60738 -0.279 0.337 -0.169
C -7.98512 4.82801 -5.54577 -0.139 0.074 0.185
O -6.05309 0.83027 -3.99682 -0.070 -1.026 -2.501
C -5.06805 1.59366 -3.29994 0.709 0.335 -0.051
C -5.66280 2.33631 -2.11617 -0.586 -0.196 -0.053
H -9.44122 -0.03448 -5.48377 -0.018 0.024 0.024
H -10.00527 0.08549 -3.81582 0.064 0.177 -0.004
H -7.47432 -1.37414 -4.73366 -0.030 -0.043 -0.008
H -8.96196 -2.11878 -4.13482 0.007 0.040 -0.036
H -7.93924 -1.15331 -3.05040 -0.059 0.014 -0.030
H -6.40635 3.79720 -6.62377 -0.150 -0.091 0.076
H -5.85984 4.78382 -5.28400 0.042 -0.129 0.160
H -8.82973 4.15331 -5.69034 0.155 -0.086 -0.173
H -8.03259 5.61431 -6.30143 0.020 -0.016 0.030
H -8.11854 5.28545 -4.56179 0.062 0.030 -0.070
H -4.53896 2.25944 -3.98294 -0.151 0.057 0.056
H -4.32375 0.88344 -2.92493 -0.142 -0.216 -0.156
H -6.55444 2.90775 -2.36986 0.232 0.075 -0.272
H -4.92693 3.02006 -1.68756 -0.007 -0.003 -0.080
H -5.96979 1.63183 -1.34722 0.100 0.004 -0.116
O 10.47519 -1.48823 -0.73534 -2.211 -1.239 -3.406
P 9.38722 -2.36382 -0.15415 2.598 1.184 7.772
O 8.65670 -1.24612 0.82109 -0.547 -0.134 -0.872
C 7.80585 -0.28347 0.20475 -0.097 0.150 -0.081
C 6.54677 -0.91715 -0.35778 0.071 0.011 -0.108
O 10.37023 -3.09518 0.95554 -0.539 -0.668 -0.745
C 11.79183 -3.08933 0.83260 0.389 0.237 0.117
C 12.38803 -1.92862 1.60623 -0.044 0.090 0.224
O 8.16351 -3.46139 0.22339 0.578 0.878 -2.588
C 8.38368 -4.67758 0.94554 0.196 -0.844 -0.036
C 8.35263 -4.45524 2.44684 -0.228 0.402 0.172
H 8.35716 0.24557 -0.57903 0.000 0.020 0.032
H 7.53852 0.44454 0.97239 0.146 -0.074 0.077
H 6.78109 -1.59079 -1.18739 -0.026 0.023 -0.005
H 5.86401 -0.15137 -0.72819 0.033 -0.032 0.013
H 6.03586 -1.50662 0.40335 0.046 0.045 -0.031
H 12.09890 -3.07874 -0.21337 -0.115 0.143 0.051
H 12.15506 -4.02867 1.25647 -0.201 -0.049 0.046
H 11.92939 -0.97508 1.34146 0.022 -0.101 -0.226
H 13.46322 -1.85991 1.43092 -0.030 -0.024 0.011
H 12.22045 -2.06647 2.67777 0.064 -0.054 -0.055
H 9.30340 -5.16150 0.61819 0.011 0.138 0.126
H 7.56846 -5.35555 0.67911 -0.050 0.197 -0.197
H 8.98995 -3.63494 2.77353 0.138 -0.145 -0.203
H 8.66145 -5.36216 2.97025 -0.053 -0.021 -0.092
H 7.34036 -4.19588 2.76906 -0.022 -0.151 -0.037
```
Positions in Å, forces in eV/Å.

Here is a cluster of 2 separate species, C27H53BrCl2FN4O9P2 in total at a distorted geometry from OMol25. Energies are from ωB97M-V/def2-TZVPD.

orbital gap: 0.308 Ha
strongest force on any atom: 3.17 eV/A
net charge: +1
molar mass: 809.50 g mol⁻¹

Geometry as XYZ:
```
99
Properties=species:S:1:pos:R:3:forces:R:3
C 2.30348 4.11486 4.55931 -0.323 -0.104 -0.498
C 2.57318 3.03297 3.53743 0.392 0.527 0.450
O 1.48941 3.01817 2.62695 -0.087 -0.365 -0.126
C 1.49964 1.84787 1.84669 0.814 0.380 -0.010
C 0.42643 2.06064 0.78212 0.226 0.787 0.317
N -0.37172 0.95204 0.14566 0.170 0.135 0.154
C 0.34888 -0.33746 -0.23366 0.219 -1.220 -0.245
C 1.78879 -0.53075 0.22175 0.636 0.522 0.057
C 2.72831 0.33274 -0.61470 -0.296 -0.939 -0.613
O 4.04248 0.27069 -0.06601 0.371 1.033 -0.013
C 4.96582 0.84520 -0.90317 0.700 -1.228 -2.833
O 5.20339 0.43891 -2.04032 -0.917 0.985 2.804
C -0.45213 -1.65104 -0.10180 0.634 -0.804 -0.358
C 0.09399 -2.54939 -1.27972 0.522 -0.344 0.097
O 0.34100 -3.87229 -0.84774 -0.089 0.315 0.140
C 1.62105 -4.35462 -1.14791 -0.040 -0.899 0.352
O 1.88158 -5.36704 -0.22389 -0.090 0.199 0.156
C 3.26616 -5.57794 -0.00638 -0.193 -0.104 0.031
C 3.91901 -4.59859 0.93939 0.027 0.358 -0.032
O 3.20193 -4.51709 2.15745 -0.179 -0.215 -0.228
P -0.04431 -2.68112 1.45043 -1.260 -0.323 0.703
N -1.08139 -3.75479 1.91787 0.125 0.517 -0.380
N -1.86686 -1.49481 -0.34514 0.007 0.545 0.252
C -2.53621 -0.19405 -0.36768 -0.119 -1.059 -0.032
C -4.03088 -0.43011 -0.04887 -0.747 0.554 -0.462
C -5.10199 -0.04333 -1.08493 -0.790 -0.061 1.106
C -6.46393 -0.17140 -0.40396 0.204 -0.050 -0.805
F -6.75817 -1.51963 -0.25501 -0.012 -0.095 0.360
P -2.09445 0.19764 -2.19052 0.462 -0.198 -0.379
O -3.01640 1.44791 -2.72500 -0.245 -0.149 0.225
Br -2.91662 -1.50800 -3.41373 -0.129 0.271 0.281
C -1.86378 0.88640 0.56340 -1.224 0.117 -0.301
C -2.54013 2.17951 0.01592 0.476 0.675 0.367
C -2.83458 3.41947 0.84477 -1.148 1.090 -0.755
N -4.02403 3.26376 1.69357 0.640 -0.598 0.249
C -2.22314 0.68281 2.06305 0.028 -0.357 0.830
Cl -2.57615 -1.04687 2.48799 0.234 0.081 -0.119
C -1.31291 1.16313 3.22843 -0.425 -0.949 0.591
C -1.73195 0.59622 4.60304 0.232 0.586 0.140
Cl -1.31107 2.93300 3.48392 0.024 -0.003 -0.121
H 1.42337 3.85314 5.13661 0.012 0.018 0.321
H 2.07405 5.02991 4.02073 0.039 0.215 0.004
H 3.17048 4.29008 5.18332 0.056 -0.062 0.241
H 2.70029 2.06116 4.01906 -0.150 -0.196 0.022
H 3.51615 3.26335 3.03333 0.020 -0.122 -0.341
H 2.48667 1.80719 1.38166 0.065 -0.291 -0.206
H 1.44071 0.95822 2.47137 -0.405 -0.069 0.074
H 0.90348 2.62377 -0.01440 0.068 -0.235 -0.364
H -0.25295 2.79744 1.19587 -0.386 -0.313 0.149
H -0.50127 1.35600 -0.78657 -0.018 -0.193 -0.223
H 0.47031 -0.28991 -1.31187 -0.338 0.756 -0.188
H 1.98510 -0.46326 1.28414 -0.123 0.168 0.134
H 2.10612 -1.53102 -0.05002 -0.326 -0.340 0.111
H 2.37657 1.35039 -0.77175 0.227 0.239 0.253
H 2.75513 -0.12914 -1.60093 -0.003 0.116 -0.186
H 5.49600 1.71603 -0.49827 -0.042 -0.230 0.365
H -0.63642 -2.57144 -2.07929 -0.222 0.144 -0.047
H 1.02409 -2.15280 -1.69291 0.012 0.233 -0.078
H 2.39183 -3.58297 -1.04588 -0.076 0.350 -0.245
H 1.60605 -4.79344 -2.14962 0.204 0.189 -0.269
H 3.79522 -5.53997 -0.96105 0.236 -0.154 -0.059
H 3.35556 -6.57440 0.40993 -0.060 -0.201 -0.013
H 3.99340 -3.60541 0.48437 -0.017 0.107 -0.106
H 4.94112 -4.94313 1.10789 0.143 -0.057 -0.017
H 3.50746 -3.73498 2.61343 0.124 0.126 0.325
H 0.05664 -1.67701 2.45405 0.484 0.083 -0.206
H 1.27154 -3.14761 1.32507 0.093 0.285 -0.085
H -1.83919 -3.88792 1.26034 -0.029 -0.434 0.074
H -2.43360 -2.19002 0.11429 0.092 -0.119 0.032
H -4.24019 -1.46745 0.18928 0.382 -0.266 -0.010
H -4.34588 0.09682 0.84578 0.310 0.201 0.223
H -5.16974 -0.73332 -1.91597 0.384 0.191 -0.417
H -5.05442 0.99576 -1.39438 0.301 0.029 -0.370
H -6.49130 0.32454 0.56313 -0.080 -0.067 0.232
H -7.22752 0.24313 -1.05755 -0.181 0.112 0.049
H -3.22687 1.36995 -3.65965 -0.061 0.014 -0.230
H -2.01875 2.53937 -0.87331 0.367 -0.118 -0.019
H -3.50683 1.92328 -0.39754 -0.149 -0.347 0.140
H -3.10397 4.17286 0.09624 0.217 -0.001 -0.291
H -2.01720 3.90057 1.35427 0.219 -0.371 0.313
H -3.96227 3.83906 2.51806 -0.108 0.069 0.123
H -4.85193 3.50346 1.17431 -0.190 0.148 0.043
H -3.19377 1.13696 2.21971 -0.044 0.416 -0.238
H -0.32560 0.73701 3.08135 0.286 0.683 -0.230
H -1.25688 -0.35324 4.80929 -0.327 -0.395 -0.173
H -2.80706 0.58064 4.73249 -0.169 -0.266 -0.048
H -1.34995 1.27204 5.36077 0.110 0.137 0.067
O 0.84721 0.90836 -3.01953 0.093 0.180 0.063
C 1.50499 0.72084 -4.01260 0.166 0.234 -0.004
O 2.07377 -0.46399 -4.26098 -0.016 -0.073 0.025
C 2.89266 -0.38557 -5.45237 0.180 0.022 -0.274
C 2.33706 0.80071 -6.22849 -0.052 0.083 0.060
C 1.84955 1.71256 -5.10148 -0.081 -0.337 -0.331
H 3.92836 -0.23811 -5.14377 -0.026 0.027 0.071
H 2.81674 -1.32368 -5.99410 -0.087 -0.083 0.143
H 3.06839 1.25927 -6.88887 0.059 -0.011 0.052
H 1.48896 0.48248 -6.83528 0.008 -0.017 -0.012
H 2.63856 2.37046 -4.73305 -0.044 0.045 0.050
H 0.97816 2.29942 -5.37773 0.025 0.139 0.167
```
Positions in Å, forces in eV/Å.